C2H5NS2 in the gas phase in a non-equilibrium geometry. Source: the Open Molecules 2025 dataset; level of theory: ωB97M-V/def2-TZVPD.

Structure (XYZ):
```
10
Properties=species:S:1:pos:R:3:forces:R:3
C -0.8721 -0.0508 -0.5268 -0.878 0.108 1.883
C 1.3982 0.3209 0.4229 0.688 1.589 5.548
N -0.0358 0.3558 0.5849 -0.821 -0.285 0.026
S -0.7952 1.6956 -0.2568 -0.189 0.422 -0.309
S -2.4903 -0.7640 -0.0663 1.298 -2.126 -0.672
H -0.4014 -0.4435 -1.3807 0.504 -0.448 -1.063
H 1.7789 1.3579 0.9710 -0.578 -2.829 -1.586
H 1.8196 -0.5542 1.0288 -0.608 1.166 -0.799
H 1.7129 0.2581 -0.5336 1.156 0.065 -3.322
H -2.1147 -2.1758 -0.2434 -0.571 2.340 0.294
```
Positions in Å, forces in eV/Å.

Computed properties:
Energy above the lowest of the compared OMol25 structures with the same formula, charge and spin: 2.541 eV
Multiplicity: 1
LUMO: 0.668 eV
SMILES: CN1S[C@@H]1S

=====

2 unconnected molecules or ions with the total composition C2H5NSi in a non-equilibrium geometry. Source: the Open Molecules 2025 dataset; level of theory: ωB97M-V/def2-TZVPD.

Structure (XYZ):
```
9
Properties=species:S:1:pos:R:3:forces:R:3
C -2.3124 -0.0282 -0.1188 0.479 -1.163 -0.210
C -1.1743 -0.1457 -0.5122 0.923 1.223 -0.040
N 1.6418 -0.7489 0.0104 -1.871 -0.126 0.465
Si 0.5746 0.4770 -0.4241 -0.957 2.107 2.344
H -3.2410 -0.2823 0.3095 -0.687 0.364 0.069
H 0.9578 -1.3255 0.5345 1.321 -0.300 -0.188
H 2.4407 -1.2324 -0.3281 0.354 -0.080 -0.292
H 0.9481 1.6729 -1.2638 -0.082 -0.966 0.127
H 0.1647 1.6131 1.7925 0.521 -1.060 -2.274
```
Positions in Å, forces in eV/Å.

Computed properties:
Energy above the lowest of the compared OMol25 structures with the same formula, charge and spin: 3.797 eV
Multiplicity: 1
LUMO: 0.001 eV

=====

2 unconnected molecules or ions with the total composition C2H5O in a non-equilibrium geometry. Source: the Open Molecules 2025 dataset; level of theory: ωB97M-V/def2-TZVPD.

Structure (XYZ):
```
8
Properties=species:S:1:pos:R:3:forces:R:3
O 0.8777 1.5814 -1.6280 -0.195 -0.001 -0.096
H 1.7760 1.2553 -1.5476 0.331 -0.025 -0.029
C -0.6402 -0.4447 -0.0836 0.979 0.258 -0.498
C -0.3448 -0.3945 1.2210 -0.144 -1.287 -1.084
H -1.3790 -1.0861 -0.5640 -0.552 0.161 0.667
H -0.0293 0.1312 -0.8300 -0.128 0.108 0.508
H -0.8912 -1.0172 1.9216 -0.015 0.111 0.290
H 0.6308 -0.0254 1.5107 -0.277 0.676 0.243
```
Positions in Å, forces in eV/Å.

Computed properties:
Energy above the lowest of the compared OMol25 structures with the same formula, charge and spin: 0.941 eV
Multiplicity: 1
LUMO: 4.583 eV
Charge: -1

=====

A gas-phase ion, C2H5O (charge -1). Source: the Open Molecules 2025 dataset; level of theory: ωB97M-V/def2-TZVPD.

Structure (XYZ):
```
8
Properties=species:S:1:pos:R:3:forces:R:3
C -0.2669 -0.3169 -0.2893 -0.043 0.374 0.146
O -0.8751 0.8719 -0.4517 0.198 -0.102 0.046
C 0.9825 -0.2860 0.6784 -0.485 0.208 -0.238
H 0.1267 -0.7370 -1.2563 -0.108 -0.256 0.070
H -0.9511 -1.1019 0.1474 0.096 -0.071 -0.170
H 0.8825 0.6286 1.2690 0.096 -0.011 -0.021
H 1.9193 -0.2610 0.1115 0.044 0.040 0.154
H 0.9736 -1.1366 1.3647 0.202 -0.182 0.012
```
Positions in Å, forces in eV/Å.

Computed properties:
Energy above the lowest of the compared OMol25 structures with the same formula, charge and spin: 0.124 eV
Multiplicity: 1
LUMO: 5.151 eV
Charge: -1
SMILES: CC[O-]

=====

2 unconnected molecules or ions with the total composition C2H5O2 in a non-equilibrium geometry. Source: the Open Molecules 2025 dataset; level of theory: ωB97M-V/def2-TZVPD.

Structure (XYZ):
```
9
Properties=species:S:1:pos:R:3:forces:R:3
O -1.5682 2.4893 0.3181 -0.867 -1.552 1.386
H -1.6622 1.5526 0.6815 0.344 1.628 -0.651
O -0.2779 -0.2058 -0.3114 1.971 -0.440 -0.307
C 0.8544 -0.7309 0.0478 -1.018 -0.406 0.693
C 1.2847 -2.0861 -0.1251 0.605 0.904 0.298
H 1.5250 0.0024 0.6504 -0.693 -1.119 -0.198
H 1.1706 -2.5661 -1.1115 -0.680 -0.039 0.765
H 1.9377 -2.6374 0.6285 -0.345 1.283 -1.215
H -1.0375 2.2824 -0.4385 0.683 -0.257 -0.771
```
Positions in Å, forces in eV/Å.

Computed properties:
Energy above the lowest of the compared OMol25 structures with the same formula, charge and spin: 1.812 eV
Multiplicity: 1
LUMO: 4.713 eV
Charge: -1

=====

A molecular structure, C2H5O2S in a non-equilibrium geometry. Source: the Open Molecules 2025 dataset; level of theory: ωB97M-V/def2-TZVPD.

Structure (XYZ):
```
10
Properties=species:S:1:pos:R:3:forces:R:3
C -0.5601 1.4233 -0.3686 -1.734 0.059 0.549
S -1.9181 0.0961 -0.4638 2.249 0.044 -0.090
H -1.1510 2.3129 -0.1151 0.718 0.160 -0.123
H 0.0779 1.1097 0.4510 0.108 0.416 0.035
H 0.0501 1.5578 -1.2574 -0.252 -0.109 -0.216
O 0.6699 -1.1855 0.0640 -0.429 -0.801 -0.661
C 1.8581 -0.9794 0.4553 0.493 -0.759 0.852
O 2.3361 0.0123 0.9871 0.194 0.272 -0.177
H 2.5265 -1.9270 0.3934 -0.642 0.928 -0.224
H -0.4966 -0.6544 -0.1652 -0.705 -0.210 0.054
```
Positions in Å, forces in eV/Å.

Computed properties:
Energy above the lowest of the compared OMol25 structures with the same formula, charge and spin: 0.992 eV
Multiplicity: 1
LUMO: 3.939 eV
Charge: -1

=====

2 unconnected molecules or ions with the total composition C2H5O2S. Source: the Open Molecules 2025 dataset; level of theory: ωB97M-V/def2-TZVPD.

Structure (XYZ):
```
10
Properties=species:S:1:pos:R:3:forces:R:3
S 1.4820 0.9951 -2.7158 -0.274 0.247 -0.355
H 1.1559 0.5215 -1.4328 0.056 -0.204 0.203
H 2.8023 0.8541 -2.6278 0.217 -0.113 0.164
O -1.1681 0.9403 -0.2811 -0.085 0.123 0.183
C -0.4462 0.1267 0.3095 0.582 -0.641 -0.452
O 0.7381 -0.2282 -0.0191 -0.369 0.395 0.148
C -1.0239 -0.6580 1.4989 -0.327 0.392 -0.184
H -0.2424 -0.8879 2.2179 -0.027 -0.115 0.076
H -1.8369 -0.0845 1.9478 0.074 -0.035 0.135
H -1.4608 -1.5789 1.1026 0.153 -0.050 0.082
```
Positions in Å, forces in eV/Å.

Computed properties:
Energy above the lowest of the compared OMol25 structures with the same formula, charge and spin: 0.000 eV
Multiplicity: 1
LUMO: 3.787 eV
Charge: -1

=====

2 unconnected molecules or ions with the total composition C2H5O2S2 in a non-equilibrium geometry. Source: the Open Molecules 2025 dataset; level of theory: ωB97M-V/def2-TZVPD.

Structure (XYZ):
```
11
Properties=species:S:1:pos:R:3:forces:R:3
C -0.6565 -0.5681 0.6840 -0.376 0.404 0.554
C -1.1901 -0.2857 2.1272 1.660 0.396 -0.876
O 1.2643 -0.1612 -2.3635 0.516 -0.109 -0.170
O 2.4875 2.0056 -3.3118 -0.177 0.171 -0.499
S -2.4986 -0.9043 2.7768 -0.976 -0.421 0.346
S 2.1897 1.2845 -2.0121 0.433 -0.073 0.695
H -1.4261 -1.2716 0.0503 2.168 1.899 1.664
H 0.3920 -1.0274 0.8609 -1.687 0.578 -0.765
H -0.4838 0.5000 0.2353 -0.241 -2.072 0.335
H -0.5676 0.3833 2.8112 -0.496 -0.739 -1.307
H 0.4892 0.0449 -1.8584 -0.824 -0.034 0.024
```
Positions in Å, forces in eV/Å.

Computed properties:
Energy above the lowest of the compared OMol25 structures with the same formula, charge and spin: 3.563 eV
Multiplicity: 1
LUMO: 2.220 eV
Charge: -1

=====

2 unconnected molecules or ions with the total composition C2H5O5S in a non-equilibrium geometry. Source: the Open Molecules 2025 dataset; level of theory: ωB97M-V/def2-TZVPD.

Structure (XYZ):
```
13
Properties=species:S:1:pos:R:3:forces:R:3
C 1.9174 -0.2188 1.3435 -2.278 -1.827 0.701
C 0.4617 -0.3768 -1.0925 -0.218 -0.682 0.020
O -3.3588 -0.2955 -0.4655 1.063 1.561 -1.982
O -3.1349 2.0733 -1.0168 0.397 0.032 -0.328
O -0.8878 0.4713 -0.3363 -1.234 -2.237 0.831
O 0.4842 -1.5276 -0.6917 -0.532 1.291 -0.848
O 0.9967 0.4431 -1.7754 0.117 -0.283 -0.033
S -2.7056 0.7341 -1.3634 -1.250 -1.732 2.449
H 0.7706 -0.0149 1.2150 2.410 0.008 0.756
H 2.0570 -1.1365 0.7302 0.145 0.456 0.907
H 2.4980 0.5132 0.8792 0.741 1.520 -0.588
H 2.2389 -0.3631 2.4088 -0.449 0.112 -0.947
H -1.3375 -0.3020 0.1650 1.088 1.781 -0.938
```
Positions in Å, forces in eV/Å.

Computed properties:
Energy above the lowest of the compared OMol25 structures with the same formula, charge and spin: 0.373 eV
Multiplicity: 1
LUMO: 3.618 eV
Charge: -1

=====

2 unconnected molecules or ions with the total composition C2H5OP in a non-equilibrium geometry. Source: the Open Molecules 2025 dataset; level of theory: ωB97M-V/def2-TZVPD.

Structure (XYZ):
```
9
Properties=species:S:1:pos:R:3:forces:R:3
C -2.1180 -0.3705 1.5724 1.487 0.141 -0.065
C 0.9247 -0.2964 -1.1194 -0.404 -1.127 -0.026
O -0.9471 -0.5286 1.4996 -1.175 -0.261 0.136
P 1.6685 1.1194 -0.2602 1.282 0.256 -1.172
H -2.5141 0.6688 1.6649 -0.429 0.080 0.033
H 0.4351 -0.9871 -0.3369 1.189 0.634 -1.496
H 1.7336 -0.6912 -1.7581 -0.326 -0.651 0.648
H 0.1540 -0.0924 -1.8741 -0.145 0.458 0.370
H 0.6633 1.1781 0.6118 -1.479 0.469 1.572
```
Positions in Å, forces in eV/Å.

Computed properties:
Energy above the lowest of the compared OMol25 structures with the same formula, charge and spin: 3.733 eV
Multiplicity: 1
LUMO (alpha / beta): -0.506 / -0.600 eV

=====

Result set for electronic energy: -25313.285, -11518.008, -4200.854, -4201.671, -6249.326, -17086.148, -17087.140, -27919.068, -23229.240, -13487.142 eV, one per record in the order listed.